Density functional theory data (ωB97M-V with the def2-TZVPD basis set) for a molecular structure, C52H128BrMnN11O20.

Results
<S²>	8.7524
HOMO-LUMO gap (spin up / spin down)	9.35 / 9.72	eV
LUMO energy (spin up / spin down)	-6.21 / -6.22	eV

```
! wB97M-V def2-TZVPD RIJCOSX def2/J DEFGRID3
* xyz 4 6
Br -22.537 14.646 8.201
Mn -21.646 14.018 10.729
O -18.699 12.198 11.225
O -20.967 16.441 10.557
O -20.035 15.033 11.913
O -23.465 14.819 11.782
O -30.792 9.819 8.750
O -22.029 10.427 12.223
O -22.897 9.301 7.390
O -19.796 13.266 9.684
O -19.020 16.841 11.351
O -17.620 13.379 9.790
O -21.505 12.464 12.263
O -24.161 13.225 13.066
O -20.025 10.455 4.919
O -13.046 14.251 8.157
O -24.696 11.759 15.596
O -22.545 11.663 10.506
O -19.743 13.778 15.074
O -24.201 15.266 13.695
O -20.625 19.927 8.147
O -17.110 16.704 6.564
N -25.291 17.836 10.620
N -22.020 11.509 11.655
N -28.386 10.247 10.407
N -18.653 12.949 10.287
N -19.974 16.132 11.327
N -23.902 14.421 12.887
N -22.148 11.787 7.074
N -13.809 17.129 9.149
N -19.632 17.358 8.202
N -22.297 12.489 15.126
N -17.855 9.580 14.445
C -13.854 15.155 7.511
C -18.914 16.048 7.988
C -26.054 11.246 10.921
C -22.490 11.077 15.609
C -14.639 15.983 8.533
C -12.024 13.612 7.374
C -28.619 11.557 8.257
C -19.499 19.703 8.971
C -28.167 8.878 10.963
C -30.902 9.715 10.163
C -19.084 9.516 4.438
C -15.795 8.890 13.281
C -18.211 11.344 17.902
C -18.767 18.534 8.342
C -26.656 18.423 8.781
C -22.706 19.407 13.127
C -23.979 18.130 11.346
C -18.204 15.848 6.663
C -19.058 10.180 13.906
C -17.645 11.187 16.465
C -18.391 12.810 18.296
C -20.916 14.542 15.454
C -25.531 18.892 9.625
C -22.885 7.844 7.415
C -23.216 9.823 6.113
C -13.255 17.966 8.004
C -12.667 16.739 10.074
C -26.503 17.752 11.487
C -21.617 20.791 8.821
C -23.288 11.401 6.154
C -16.591 10.112 13.736
C -25.850 12.249 16.199
C -20.846 11.944 6.573
C -17.835 8.104 14.165
C -18.672 14.688 14.657
C -16.546 16.657 5.224
C -19.925 10.750 6.294
C -21.361 19.423 12.435
C -12.829 19.380 8.355
C -13.129 15.873 11.154
C -23.795 10.998 16.341
C -25.283 16.597 9.807
C -21.835 13.576 16.137
C -14.861 17.868 9.871
C -27.494 11.202 11.269
C -16.403 7.602 13.997
C -31.786 9.058 8.064
C -26.334 16.906 8.673
C -29.811 10.702 10.700
C -23.968 19.349 12.212
C -28.054 10.298 8.933
C -17.773 9.759 16.024
H -15.926 10.599 14.447
H -24.118 9.995 16.527
H -19.202 10.856 17.958
H -17.264 17.059 4.496
H -21.226 20.264 11.781
H -24.346 16.339 9.310
H -24.079 20.319 11.661
H -21.432 14.902 14.554
H -20.543 19.547 13.163
H -17.900 14.794 6.644
H -14.449 18.739 10.339
H -25.742 11.665 9.953
H -26.983 10.263 8.953
H -25.871 16.603 7.701
H -11.484 14.393 6.819
H -20.922 12.404 5.572
H -12.192 15.646 11.810
H -19.953 9.849 14.401
H -19.593 8.500 4.568
H -20.319 12.597 7.329
H -23.762 17.232 11.888
H -18.876 20.605 9.085
H -28.636 8.743 11.914
H -13.928 16.229 11.841
H -15.561 18.195 9.073
H -11.988 16.177 9.397
H -18.996 13.399 17.572
H -16.390 15.592 5.041
H -18.177 18.767 7.438
H -22.197 7.419 6.684
H -27.790 10.987 12.386
H -31.912 10.071 10.564
H -17.659 10.815 18.666
H -22.720 18.471 13.712
H -30.869 8.663 10.430
H -19.799 19.506 10.050
H -29.631 11.336 7.897
H -18.340 7.636 14.997
H -23.232 18.147 10.542
H -28.572 12.416 8.863
H -17.749 14.119 14.627
H -30.076 10.762 11.760
H -16.847 10.740 12.867
H -22.751 14.030 16.517
H -21.153 18.482 11.817
H -15.307 17.182 10.615
H -25.555 15.742 10.392
H -32.750 9.376 8.466
H -15.640 17.231 5.097
H -28.006 12.207 11.165
H -18.860 16.020 5.841
H -15.928 8.667 12.212
H -19.058 9.602 3.330
H -15.526 16.372 8.095
H -22.451 7.618 8.441
H -12.418 17.401 7.740
H -19.085 9.892 12.837
H -22.106 21.258 8.031
H -23.634 11.447 17.336
H -16.267 6.742 13.321
H -24.214 11.610 6.659
H -27.143 8.527 10.992
H -25.490 11.725 11.712
H -24.144 9.513 5.822
H -13.252 15.847 6.845
H -27.305 16.256 8.863
H -18.509 7.929 13.301
H -14.657 14.659 6.895
H -21.100 21.498 9.415
H -18.105 9.526 4.901
H -20.731 15.346 16.097
H -23.266 11.883 5.137
H -14.751 9.107 13.458
H -18.841 15.196 13.711
H -24.639 19.047 9.000
H -25.752 19.907 10.039
H -19.123 11.240 13.960
H -24.864 19.345 12.859
H -21.648 10.787 16.229
H -11.961 19.455 9.005
H -14.971 15.491 9.482
H -20.182 17.498 7.338
H -23.226 12.697 14.755
H -28.005 11.820 7.385
H -16.030 7.350 15.003
H -28.521 9.407 8.483
H -22.311 12.697 7.554
H -23.938 7.412 7.399
H -21.420 13.073 16.981
H -18.662 9.225 16.353
H -22.494 9.547 5.419
H -27.097 18.708 11.515
H -27.157 16.950 11.137
H -18.481 15.413 15.505
H -25.637 12.588 17.199
H -26.203 17.534 12.464
H -18.865 10.973 6.547
H -19.592 15.244 8.119
H -31.666 7.974 8.227
H -17.918 18.187 9.016
H -12.519 12.841 6.738
H -11.367 13.043 8.031
H -28.683 8.145 10.351
H -29.917 11.645 10.164
H -26.236 13.112 15.631
H -20.114 9.728 6.861
H -25.630 10.272 10.800
H -18.703 12.867 19.337
H -31.715 9.324 7.039
H -26.599 11.398 16.243
H -18.223 16.039 8.801
H -17.362 13.234 18.342
H -13.413 14.864 10.807
H -22.571 10.495 14.709
H -14.020 17.950 7.227
H -13.603 20.052 8.685
H -16.982 9.141 16.453
H -27.561 18.548 9.325
H -16.604 11.515 16.599
H -22.152 11.088 7.770
H -20.338 17.297 8.955
H -26.712 18.972 7.855
H -21.607 12.519 14.372
H -12.196 17.665 10.281
H -12.527 19.784 7.349
H -22.327 20.212 9.473
H -22.742 20.288 13.757
H -18.097 11.871 15.742
*
```

=====

Density functional theory data (ωB97M-V with the def2-TZVPD basis set) for a molecular structure, C20H16F4N6O3Pd.

Results
HOMO-LUMO gap	5.71	eV
ΔE to the lowest compared entry with this formula, charge and spin	5.2	kJ/mol
LUMO energy	-8.52	eV

```
! wB97M-V def2-TZVPD RIJCOSX def2/J DEFGRID3
* xyz 2 1
Pd 1.542 0.349 -0.888
F 4.496 -0.304 7.341
F 3.545 1.045 2.168
F 5.695 1.990 3.352
F 2.353 -1.253 6.141
O -0.532 1.640 -1.820
O 0.182 -0.975 -1.566
O 1.962 0.997 -2.683
N 7.030 0.894 8.473
N -0.067 -2.245 4.394
N -1.930 -1.705 -1.663
N 1.353 -0.286 0.967
N 1.638 1.786 -4.738
N 8.124 2.856 4.899
C 2.880 -0.180 4.098
C -1.573 0.711 -1.630
C 7.315 2.193 5.374
C 6.697 1.069 7.388
C 3.181 -0.469 5.475
C -1.065 -0.726 -1.611
C 2.995 1.387 -5.136
C 1.779 -0.711 3.460
C 1.190 1.550 -3.533
C -0.221 1.978 -3.156
C 0.878 2.494 -5.772
C 3.811 0.696 3.434
C -3.377 -1.465 -1.748
C 1.552 -0.464 2.082
C -1.503 -3.111 -1.653
C 6.354 1.354 6.027
C 4.277 0.016 6.089
C 0.786 -1.560 4.042
C 5.236 0.877 5.415
C 4.906 1.190 4.034
H -3.882 -2.378 -1.448
H -0.028 2.943 -5.380
H -3.689 -0.674 -1.071
H -2.346 0.822 -2.393
H 0.623 1.800 -6.572
H 1.505 3.286 -6.178
H -3.673 -1.225 -2.769
H -0.934 1.539 -3.858
H -1.814 -3.572 -0.716
H -0.284 3.065 -3.247
H -1.985 -3.625 -2.482
H 2.952 1.024 -6.160
H 3.658 2.249 -5.088
H -2.029 0.936 -0.663
H 3.363 0.604 -4.483
H -0.427 -3.176 -1.758
*
```